137
Properties=species:S:1:pos:R:3:mulliken_charge:R:1 method="wB97M-V/def2-TZVPD" de_lowest_ev=0.000 charge=0 smiles="CC[C@@H](Cl)[C@]1(S(=O)(=O)F)[C@H](CC(N)(N)N)NC(=O)[C@]1(C[C@@H]1CO1)CP(=O)(O)O.O=C1C=CC(=O)C=C1.O=C1C=CC(=O)C=C1.O=C1C=CC(=O)C=C1.O=C1C=CC(=O)C=C1.O=C1C=CC(=O)C=C1.O=C1C=CC(=O)C=C1.O=C1C=CC(=O)C=C1"
C 2.3105 0.6507 1.7846 -1.637
C 1.9746 1.9398 1.0240 -0.513
C 2.5676 2.0171 -0.4120 -1.018
Cl 2.7759 0.3502 -1.0422 0.150
C 1.8745 2.9699 -1.4280 1.292
S 2.2918 4.6200 -0.7902 1.209
O 3.6888 4.7592 -0.5369 -0.730
O 1.7331 5.6990 -1.5372 -0.709
F 1.5857 4.6459 0.6146 0.137
C 0.2746 3.0356 -1.4903 -0.964
C -0.5493 1.7945 -1.0736 -1.425
C -1.5188 1.0253 -2.0321 0.418
N -2.8450 0.8958 -1.3613 -0.773
N -1.7557 1.5313 -3.3531 -0.296
N -0.9770 -0.3353 -2.1633 -0.485
N 0.0198 3.7691 -2.7351 -0.047
C 1.1153 3.8001 -3.5627 -0.145
O 1.2385 4.4230 -4.5884 -0.655
C 2.1541 2.7837 -2.9621 0.638
C 3.4803 3.3713 -3.4636 -2.093
C 4.7269 2.7340 -2.8453 -0.088
C 5.8315 2.3914 -3.7795 -0.650
O 5.0016 1.3979 -3.1809 0.383
C 1.5518 1.5030 -3.6339 -0.344
P 2.4963 0.4031 -4.7049 -0.017
O 1.4977 -0.2115 -5.6091 -0.529
O 3.2130 -0.7304 -3.8420 -0.134
O 3.6223 1.1009 -5.6071 -0.508
H 3.3753 0.4427 1.6984 0.379
H 1.6932 -0.1961 1.5049 0.315
H 2.1492 0.8825 2.8398 0.502
H 2.4858 2.7158 1.5988 0.484
H 0.9137 2.1763 1.0923 0.174
H 3.5855 2.3708 -0.2742 1.205
H -0.0264 3.7829 -0.7515 1.423
H -1.1100 2.0788 -0.1865 0.727
H 0.1509 1.0421 -0.7091 0.019
H -2.7196 0.4941 -0.4373 0.219
H -3.2681 1.8144 -1.2626 0.333
H -2.6626 1.9424 -3.4872 0.200
H -1.4966 0.8954 -4.0915 0.151
H -1.2015 -0.8457 -1.3135 0.289
H -1.5087 -0.8138 -2.8860 0.041
H -0.3929 4.6630 -2.5160 0.416
H 3.6078 3.3532 -4.5389 0.622
H 3.5863 4.4131 -3.1481 0.717
H 5.0239 3.0910 -1.8612 0.435
H 5.6428 2.4951 -4.8388 0.171
H 6.8133 2.4426 -3.3245 0.281
H 1.1443 0.8230 -2.8820 -0.453
H 0.6907 1.7499 -4.2519 0.665
H 3.9941 -1.0035 -4.3458 0.214
H 3.1834 1.3122 -6.4438 0.366
O -1.7171 -0.0828 7.2920 -0.590
C -1.6154 0.0644 6.0919 -0.005
C -2.5423 -0.6147 5.1494 -0.165
C -2.4311 -0.4510 3.8339 -0.408
C -1.3783 0.4145 3.2553 -0.018
O -1.2670 0.5655 2.0539 -0.301
C -0.4529 1.0931 4.1924 0.167
C -0.5580 0.9316 5.5083 -0.722
H -3.3074 -1.2449 5.5853 0.601
H -3.1001 -0.9400 3.1359 0.460
H 0.3025 1.7210 3.7391 0.403
H 0.1101 1.4172 6.2083 0.515
O -9.1064 1.7686 7.5196 -0.536
C -8.2422 0.9576 7.2710 0.282
C -8.5369 -0.2628 6.4747 -0.408
C -7.5883 -1.1545 6.2032 -0.339
C -6.1979 -0.9655 6.6831 0.469
O -5.3283 -1.7760 6.4346 -0.549
C -5.8998 0.2505 7.4779 -0.296
C -6.8480 1.1429 7.7500 -0.380
H -9.5583 -0.3780 6.1351 0.416
H -7.7795 -2.0507 5.6259 0.454
H -4.8765 0.3626 7.8167 0.468
H -6.6555 2.0380 8.3273 0.426
O -1.2138 -6.2104 -7.4913 -0.557
C -1.3181 -5.1453 -6.9211 0.337
C -2.3426 -4.9383 -5.8655 -0.418
C -2.4615 -3.7708 -5.2408 -0.291
C -1.5748 -2.6240 -5.5690 0.323
O -1.6950 -1.5638 -4.9925 -0.489
C -0.5482 -2.8303 -6.6243 -0.262
C -0.4339 -4.0007 -7.2481 -0.408
H -2.9779 -5.7860 -5.6417 0.398
H -3.2024 -3.5972 -4.4702 0.436
H 0.0912 -1.9830 -6.8462 0.444
H 0.3051 -4.1750 -8.0197 0.421
O 8.7111 -4.7255 -1.1585 -0.569
C 8.2100 -3.7034 -1.5734 0.258
C 7.1702 -2.9823 -0.7953 -0.358
C 6.6224 -1.8612 -1.2553 -0.373
C 7.0171 -1.2844 -2.5633 -0.044
O 6.4873 -0.2679 -2.9534 -0.360
C 8.0548 -2.0042 -3.3449 -0.381
C 8.6087 -3.1235 -2.8843 -0.474
H 6.8924 -3.4185 0.1562 0.555
H 5.8611 -1.3146 -0.7092 0.637
H 8.3285 -1.5687 -4.2979 0.460
H 9.3674 -3.6656 -3.4343 0.434
O 0.4912 3.9971 4.3530 -0.538
C -0.1431 4.9976 4.0833 0.519
C -1.3057 5.4152 4.9055 -0.364
C -2.0033 6.5074 4.6062 -0.427
C -1.6479 7.3553 3.4377 0.255
O -2.2850 8.3497 3.1685 -0.541
C -0.4839 6.9354 2.6165 -0.294
C 0.2142 5.8435 2.9176 -0.294
H -1.5476 4.7837 5.7512 0.464
H -2.8553 6.8315 5.1902 0.414
H -0.2411 7.5647 1.7692 0.460
H 1.0616 5.5203 2.3373 0.326
O -5.2321 -1.3918 2.1077 -0.532
C -5.8400 -2.4421 2.1339 0.552
C -6.7315 -2.8414 1.0172 -0.455
C -7.4006 -3.9908 1.0481 -0.381
C -7.2830 -4.9218 2.2003 0.283
O -7.8919 -5.9687 2.2272 -0.546
C -6.3906 -4.5193 3.3181 -0.449
C -5.7208 -3.3701 3.2874 -0.195
H -6.8016 -2.1485 0.1882 0.459
H -8.0567 -4.3033 0.2458 0.411
H -6.3204 -5.2104 4.1486 0.459
H -5.0677 -3.0575 4.0933 0.379
O 3.3972 -7.4328 -1.2948 -0.556
C 3.2573 -6.3451 -0.7805 0.171
C 2.1748 -6.0908 0.2054 -0.475
C 2.0195 -4.8955 0.7682 -0.385
C 2.9216 -3.7633 0.4364 0.112
O 2.7760 -2.6754 0.9524 -0.433
C 4.0032 -4.0187 -0.5445 0.003
C 4.1603 -5.2124 -1.1093 -0.270
H 1.5288 -6.9292 0.4327 0.418
H 1.2369 -4.6888 1.4873 0.467
H 4.6435 -3.1848 -0.7704 0.472
H 4.9448 -5.4178 -1.8278 0.480

103
Properties=species:S:1:pos:R:3:mulliken_charge:R:1 method="wB97M-V/def2-TZVPD" energy_ha=-3444.54777 charge=0
Sn -0.1694 -0.8970 1.6259 0.375
C 0.8668 -0.7632 7.3610 -0.785
S -0.8211 -0.9734 6.7297 -0.076
C -0.4051 -1.3712 5.0324 0.501
S 0.2097 -0.0721 4.0573 -0.178
N -0.5379 -2.5864 4.6930 -1.268
N -0.2991 -2.8348 3.3722 0.656
C 0.4188 -3.8562 3.1513 -0.799
C 0.7671 -4.2882 1.7849 1.194
C 1.6811 -5.3239 1.6187 -0.930
C 2.0420 -5.7093 0.3389 -0.155
C 1.4700 -5.0550 -0.7378 -1.155
C 0.5577 -4.0391 -0.4770 0.244
N 0.2078 -3.6563 0.7452 -0.328
H 0.7765 -0.4032 8.3845 0.327
H 1.3842 -1.7207 7.3491 0.268
H 1.3989 -0.0300 6.7590 0.240
H 0.8196 -4.4333 3.9857 0.404
H 2.1042 -5.8106 2.4890 0.412
H 2.7564 -6.5084 0.1858 0.453
H 1.7218 -5.3147 -1.7572 0.323
H 0.0790 -3.5033 -1.2926 0.763
O -3.5133 -1.0728 1.0111 -0.186
N -2.9281 -0.2644 1.9579 -0.524
C -3.1688 0.9710 1.7984 -0.978
C -3.9726 1.6867 0.7864 0.440
C -4.8837 2.6097 1.3073 -0.394
C -5.7146 3.3420 0.4799 -0.694
C -5.6328 3.1675 -0.8952 -0.836
C -4.7039 2.2826 -1.4178 -0.325
C -3.8549 1.5403 -0.5978 0.220
P -2.4868 0.5699 -1.3823 1.726
C -1.8645 1.8721 -2.5330 -0.055
C -0.9092 2.7262 -1.9734 -0.287
C -0.2710 3.6891 -2.7413 -0.517
C -0.5672 3.8042 -4.0925 -0.620
C -1.5341 2.9839 -4.6539 -0.771
C -2.1859 2.0313 -3.8799 -0.051
C -3.4563 -0.5676 -2.4448 0.428
C -2.8873 -1.1264 -3.5922 -0.689
C -3.5452 -2.1221 -4.3008 -0.650
C -4.7747 -2.5948 -3.8624 -0.526
C -5.3409 -2.0624 -2.7139 -0.724
C -4.6889 -1.0588 -2.0115 -0.618
H -3.1589 -1.9457 1.2202 0.363
H -2.7851 1.5677 2.6246 0.613
H -4.9465 2.7320 2.3832 0.492
H -6.4146 4.0512 0.9034 0.394
H -6.2714 3.7392 -1.5569 0.445
H -4.6161 2.1780 -2.4923 0.334
H -0.6544 2.6299 -0.9218 0.115
H 0.4672 4.3324 -2.2787 0.442
H -0.0504 4.5311 -4.7066 0.407
H -1.7861 3.0800 -5.7030 0.411
H -2.9603 1.4278 -4.3335 0.410
H -1.9176 -0.7900 -3.9361 0.515
H -3.0904 -2.5338 -5.1934 0.413
H -5.2859 -3.3731 -4.4151 0.388
H -6.2955 -2.4319 -2.3602 0.423
H -5.1400 -0.6481 -1.1157 0.402
C 3.0370 4.8828 -0.1846 -1.749
C 2.0570 3.9277 0.4501 -0.212
C 0.9382 4.4119 1.1166 -1.089
C 0.0505 3.5172 1.7113 -0.067
C -1.1743 4.0026 2.4441 -1.471
C 0.2973 2.1632 1.6020 -0.125
C 1.3995 1.6137 0.9010 2.023
C 2.2822 2.5585 0.3434 -0.040
N 1.4917 0.2458 0.8345 -0.439
C 2.5320 -0.4811 0.1126 1.786
C 2.5351 -0.1778 -1.4006 -1.392
C 3.5919 -1.0239 -2.1185 0.424
C 3.2543 -2.5093 -1.9544 -1.495
C 3.2489 -2.8613 -0.4625 1.373
C 4.6396 -2.6059 0.1236 -1.773
C 4.9759 -1.1191 -0.0270 0.328
C 4.9719 -0.7401 -1.5125 -1.339
C 3.9336 -0.2832 0.7243 -1.103
C 2.2139 -1.9838 0.2484 -3.488
H 2.7859 5.9160 0.0532 0.404
H 3.0395 4.7745 -1.2722 0.299
H 4.0529 4.6887 0.1639 0.407
H 0.7581 5.4801 1.1748 0.271
H -1.1643 5.0868 2.5514 0.448
H -1.2305 3.5592 3.4415 0.305
H -2.0858 3.7268 1.9054 0.118
H -0.4069 1.4909 2.0976 -0.318
H 3.1690 2.2488 -0.1896 0.623
H 2.7118 0.8810 -1.5897 0.738
H 1.5358 -0.4017 -1.7910 0.251
H 3.6021 -0.7682 -3.1811 0.295
H 3.9884 -3.1255 -2.4825 0.516
H 2.2699 -2.7169 -2.3861 0.460
H 2.9767 -3.9119 -0.3322 -0.927
H 5.3811 -3.2168 -0.3998 0.520
H 4.6651 -2.8871 1.1812 0.461
H 5.9646 -0.9207 0.3954 0.254
H 5.7390 -1.3094 -2.0466 0.556
H 5.2151 0.3222 -1.6247 0.570
H 4.2268 0.7665 0.7183 0.553
H 3.8867 -0.5918 1.7744 0.435
H 2.1747 -2.2481 1.3181 1.351
H 1.2301 -2.1854 -0.1968 0.836

80
Properties=species:S:1:pos:R:3:mulliken_charge:R:1 method="wB97M-V/def2-TZVPD" de_lowest_ev=0.000 charge=+1
Ca -0.3961 -0.6047 0.0916 1.685
O -3.9353 5.0271 -2.5705 -0.547
C -3.9828 3.9167 -2.1326 0.071
O -5.0253 3.1061 -2.3021 -0.497
C -2.8461 3.2505 -1.4068 0.155
C -1.6948 2.9011 -2.0911 -0.527
C -0.7877 2.0650 -1.4510 0.185
N -0.9795 1.6613 -0.1974 -0.638
C -2.0284 2.0801 0.5034 0.496
C -2.9964 2.8913 -0.0764 0.043
C -2.1160 1.5763 1.9065 0.491
C -3.2386 1.8134 2.6963 -0.806
C -3.2449 1.3679 4.0071 -0.608
C -2.1258 0.7110 4.4892 -0.918
C -1.0672 0.5011 3.6216 -0.137
N -1.0545 0.9007 2.3581 -0.049
C 0.4249 1.5120 -2.1226 0.959
C 0.5652 1.5422 -3.5071 -0.747
C 1.7254 1.0414 -4.0685 -0.775
C 2.7016 0.5215 -3.2310 -0.545
C 2.4526 0.4999 -1.8690 -0.274
N 1.3439 0.9750 -1.3152 -0.279
H -1.5493 3.2301 -3.1071 0.534
H -3.8778 3.1991 0.4635 0.334
H -4.0947 2.3346 2.3014 0.345
H -4.1045 1.5381 4.6399 0.454
H -2.0690 0.3624 5.5083 0.447
H -0.1728 -0.0064 3.9638 0.504
H -0.2221 1.9347 -4.1325 0.373
H 1.8645 1.0533 -5.1400 0.461
H 3.6295 0.1318 -3.6190 0.477
H 3.1767 0.0739 -1.1847 0.429
O -0.0485 -2.1190 1.7934 -0.458
S 0.3680 -2.7095 3.1083 0.080
C 1.2309 -4.2610 2.7059 -1.057
C 2.0026 -4.2101 1.3912 -0.362
C 1.1729 -4.7131 0.2163 -0.327
C 1.9052 -4.5643 -1.1115 -1.167
S 1.6528 -2.9214 -1.8909 0.196
O 1.0372 -2.0817 -0.8015 -0.586
C 0.3408 -3.3422 -3.0115 0.977
C 0.6593 -3.3986 -4.3589 -0.569
C -0.3219 -3.7668 -5.2698 -0.643
C -1.5986 -4.0635 -4.8242 -0.598
C -1.9083 -3.9918 -3.4712 -0.594
C -0.9389 -3.6276 -2.5545 -0.234
C 1.7838 -1.7530 3.6433 0.323
C 2.1903 -1.8652 4.9673 -0.526
C 3.2639 -1.1111 5.4112 -0.671
C 3.9098 -0.2442 4.5425 -0.568
C 3.4888 -0.1296 3.2265 -0.862
C 2.4204 -0.8871 2.7683 -0.007
H 0.4735 -5.0449 2.7096 0.508
H 1.8849 -4.4253 3.5658 0.538
H 2.8935 -4.8381 1.4874 0.566
H 2.3559 -3.1927 1.2048 -0.036
H 0.2140 -4.1933 0.1807 -0.017
H 0.9556 -5.7751 0.3644 0.596
H 1.5630 -5.2874 -1.8510 0.506
H 2.9808 -4.6850 -0.9906 0.571
H 1.6567 -3.1515 -4.6941 0.413
H -0.0884 -3.8146 -6.3229 0.427
H -2.3620 -4.3475 -5.5345 0.420
H -2.9095 -4.2188 -3.1337 0.450
H -1.1774 -3.5458 -1.5022 0.082
H 1.6676 -2.5224 5.6476 0.478
H 3.5865 -1.1898 6.4384 0.417
H 4.7386 0.3504 4.8965 0.413
H 3.9870 0.5527 2.5552 0.473
H 2.0872 -0.8035 1.7405 0.481
N -4.8780 0.3122 -1.3769 -0.534
C -3.9199 -0.5389 -2.0910 -0.742
C -2.6239 -0.7049 -1.2989 1.309
O -2.6958 -0.8325 -0.0505 -0.766
O -1.5345 -0.7219 -1.9118 -0.487
H -5.8255 0.0724 -1.6580 0.240
H -4.8353 2.1968 -1.9594 0.446
H -4.7998 0.0827 -0.3894 0.204
H -3.6843 -0.1205 -3.0709 0.271
H -4.3088 -1.5535 -2.2481 0.330